This record from the OMol25 dataset describes a 4-piece molecular cluster, C4H15NO2S overall. The level of theory is the ωB97M-V functional and the def2-TZVPD basis.

Bonds (Å) are listed after each position.
Positions of all 23 atoms, in Å:
1 C -1.197 -2.459 -0.968  C2 1.542, H7 1.087, H8 1.095, H9 1.082
2 C -0.324 -1.321 -0.402  C1 1.542, C3 1.517, N6 1.453, H10 1.174
3 C 0.190 -1.596 0.998  C2 1.517, C4 1.556, H11 1.093, H12 1.122
4 C 0.435 -0.262 1.761  C3 1.556, S5 1.864, H13 1.084, H14 1.089
5 S -1.082 0.795 1.523  C4 1.864
6 N 0.740 -1.074 -1.359  C2 1.453, H16 1.012, H17 1.008
7 H -1.574 -3.089 -0.166  C1 1.087
8 H -2.062 -1.998 -1.456  C1 1.095
9 H -0.655 -3.043 -1.700  C1 1.082
10 H -0.994 -0.365 -0.276  C2 1.174
11 H 1.045 -2.271 1.074  C3 1.093
12 H -0.681 -2.135 1.457  C3 1.122
13 H 1.208 0.287 1.235  C4 1.084
14 H 0.561 -0.460 2.825  C4 1.089
15 H -1.557 0.292 -0.438  no bonds
16 H 0.811 -0.168 -1.805  N6 1.012
17 H 1.578 -1.574 -1.107  N6 1.008
18 H 0.997 3.310 -0.018  O20 0.960
19 H 0.402 1.926 0.488  O20 0.997
20 O 0.981 2.367 -0.194  H18 0.960, H19 0.997
21 H 0.756 2.011 -1.642  O23 0.970
22 H 1.849 1.876 -2.745  O23 0.959
23 O 0.927 1.702 -2.545  H21 0.970, H22 0.959

## Properties
- Gap between HOMO and LUMO: 7.4 eV
- HOMO level: -8.5717 eV
- Energy: -764.660836 Eh
- Energy above the lowest of the compared OMol25 structures with the same formula, charge and spin: 4.393 eV
- LUMO: -0.0420 hartree
- 2S+1: 1

Results of the Mulliken charge analysis, in e, for atoms 1 through 2: -1.369 1.190